The following is a DFT calculation (ωB97M-V/def2-TZVPD) of a molecular structure, C24H60F12MnN4O8P2.

Last column: Mulliken spin population.
CARTESIAN COORDINATES (ANGSTROEM)
Mn 21.8466 -6.9060 25.4701  4.5716
P 17.5214 -6.3812 28.5444  0.0005
F 18.6346 -7.5394 28.3676  -0.0004
F 18.4697 -5.6061 29.6631  0.0001
F 18.0964 -5.4867 27.2794  0.0006
F 16.4329 -5.2404 28.8150  0.0000
F 16.5240 -7.1655 27.5442  0.0000
F 16.9385 -7.3501 29.6925  0.0000
P 23.3610 -8.6378 22.7864  0.0052
F 24.6365 -7.8348 22.2122  0.0008
F 24.2522 -9.0162 24.0746  0.0013
F 22.9318 -7.3252 23.6303  0.0277
F 22.1762 -9.3477 23.6721  0.0092
F 22.4114 -8.2730 21.5340  -0.0003
F 23.8236 -9.9819 21.9343  -0.0003
C 15.2528 -10.2024 20.7824  0.0000
O 16.6369 -9.9670 20.5498  0.0000
C 17.3105 -9.2490 21.6309  0.0001
C 18.8144 -9.0548 21.2899  0.0007
N 19.7753 -9.5849 22.2621  -0.0029
C 19.6692 -10.9431 22.7314  0.0001
C 19.7497 -11.9640 21.6324  0.0004
O 20.8992 -11.6036 20.9121  0.0001
C 21.1868 -12.5114 19.8696  0.0000
H 15.2042 -10.9144 21.6063  0.0000
H 14.9347 -10.7134 19.8737  0.0000
H 14.8206 -9.2298 21.0177  0.0000
H 17.1513 -9.7408 22.5905  0.0001
H 16.7724 -8.3025 21.6824  0.0001
H 19.0228 -8.0136 21.0440  0.0001
H 19.1085 -9.5548 20.3671  -0.0002
H 20.7205 -9.4741 21.9240  0.0001
H 18.7915 -11.1201 23.3531  -0.0004
H 20.4784 -11.2119 23.4104  0.0002
H 18.8292 -11.9498 21.0488  0.0000
H 19.8166 -12.9387 22.1157  -0.0001
H 21.1186 -11.9622 18.9306  0.0000
H 20.6468 -13.4576 19.8333  0.0000
H 22.2291 -12.8173 19.9597  0.0000
C 26.3086 -3.6860 27.7952  0.0006
O 26.7756 -3.4362 29.0823  -0.0001
C 27.9922 -2.7976 29.0927  0.0000
C 28.3774 -2.4621 30.5293  0.0000
N 28.8193 -3.6459 31.2279  0.0000
C 29.1558 -3.5010 32.6522  0.0000
C 30.3582 -2.5534 32.8602  0.0000
O 30.8490 -2.6921 34.1933  0.0000
C 31.6298 -1.6136 34.5270  0.0000
H 26.0666 -2.7639 27.2668  -0.0001
H 25.4544 -4.3619 27.7570  0.0000
H 27.0678 -4.2050 27.2101  -0.0001
H 27.9498 -1.9048 28.4687  0.0000
H 28.7298 -3.4271 28.5948  0.0000
H 27.5930 -1.8717 31.0030  0.0000
H 29.2538 -1.8143 30.5094  0.0000
H 28.0113 -4.2517 31.2396  0.0000
H 29.4917 -4.4760 33.0053  0.0000
H 28.3684 -3.1347 33.3110  0.0000
H 29.9161 -1.5680 32.7130  0.0000
H 31.1381 -2.6581 32.1059  0.0000
H 32.2122 -1.7946 35.4303  0.0000
H 31.1136 -0.6621 34.6549  0.0000
H 32.3265 -1.3667 33.7259  0.0000
C 21.9641 -4.4760 22.2677  0.0021
O 21.2063 -5.1217 23.2660  0.0199
C 20.1736 -5.9040 22.7308  0.0207
C 19.3468 -6.5773 23.8364  0.0580
N 20.0763 -7.6706 24.4577  -0.0748
C 19.2625 -8.3382 25.4827  0.0204
C 20.1350 -9.4531 26.1628  0.0125
O 21.4574 -8.9603 26.4519  0.0174
C 22.2726 -9.9684 26.9954  0.0062
H 21.5140 -4.5891 21.2814  0.0003
H 22.9017 -5.0297 22.2203  -0.0016
H 22.0900 -3.4266 22.5342  0.0013
H 20.5789 -6.5960 21.9926  -0.0047
H 19.4576 -5.2577 22.2231  -0.0037
H 18.3653 -6.9244 23.5134  0.0095
H 19.1566 -5.7711 24.5449  -0.0142
H 20.1707 -8.4103 23.7765  0.0671
H 18.3661 -8.7771 25.0446  0.0125
H 18.8920 -7.5598 26.1497  0.0143
H 20.1972 -10.2739 25.4483  -0.0080
H 19.6621 -9.8455 27.0631  0.0015
H 22.4529 -10.7727 26.2822  0.0010
H 21.9464 -10.4042 27.9397  0.0021
H 23.2191 -9.4791 27.2252  -0.0031
C 24.9276 -7.1513 26.9412  0.0037
O 23.4998 -6.9148 26.9643  0.0817
C 23.0524 -6.2597 28.1789  0.0413
C 21.5925 -6.0806 28.2512  0.0248
N 20.8771 -5.8833 26.9994  0.0147
C 20.8687 -4.5283 26.4367  0.0794
C 22.3133 -4.1028 25.9106  0.0050
O 22.9061 -5.0952 25.1311  -0.0303
C 24.1204 -4.5578 24.6555  0.0129
H 25.2345 -7.7278 26.0685  -0.0012
H 25.3053 -7.7157 27.7938  -0.0001
H 25.5204 -6.2379 26.9898  0.0003
H 23.4817 -5.2663 28.3084  -0.0109
H 23.3763 -6.8524 29.0344  0.0024
H 21.3116 -5.3189 28.9786  0.0009
H 21.1067 -6.9537 28.6869  -0.0173
H 19.9442 -6.0013 27.3681  0.0479
H 20.6075 -3.8000 27.2045  0.0039
H 20.1435 -4.4740 25.6247  -0.0288
H 22.9144 -3.7382 26.7436  -0.0011
H 22.1301 -3.2230 25.2937  -0.0014
H 24.6005 -5.3494 24.0802  -0.0026
H 24.8700 -4.4781 25.4428  0.0003
H 24.0065 -3.6005 24.1467  0.0031

Cartesian forces (eV/Å) of the 3 atoms listed first:
0.22 -1.79 -0.99
-1.97 -0.38 1.99
1.36 0.54 -1.00

Output
spin multiplicity = 6
electronic energy = -130717.289 eV
E_LUMO (alpha / beta) = 0.002 / 0.002 Eh
⟨S²⟩ = 8.75
Kohn-Sham gap (alpha / beta) = 8.819 / 8.890 eV
net charge = 0


The following is a DFT calculation (ωB97M-V/def2-TZVPD) of 7 unconnected molecules or ions with the total composition C24H60N2O7.

Last column: Löwdin charge in e.
CARTESIAN COORDINATES (ANGSTROEM)
O -0.6719 -0.4189 0.5795  -0.0937
H -1.2390 -1.0848 0.1089  0.0393
H -1.2680 0.3196 0.8038  0.0193
O -3.0485 -1.2374 2.3520  -0.0441
H -3.4023 -1.8773 1.7198  0.0259
H -2.1050 -1.4517 2.3495  0.0406
C -4.0971 -1.3661 -1.3834  -0.0211
C -3.0619 -2.4087 -1.8027  -0.4729
C -2.3011 -1.7911 -2.9558  -0.1141
C -1.0047 -2.5333 -3.4306  -0.1444
C -0.0883 -2.7576 -2.2096  -0.1088
C -0.8789 -3.4767 -1.0032  -0.4684
N -2.0537 -2.6534 -0.7266  -0.0868
O -2.7578 -3.2029 0.4167  -0.0812
C -1.1137 -4.9220 -1.5216  -0.0423
C 0.0710 -3.4308 0.2430  -0.0218
C -3.8018 -3.7403 -2.1210  -0.0185
H -3.7094 -0.3878 -1.1352  0.0891
H -4.6551 -1.6747 -0.5042  0.0821
H -4.8725 -1.2560 -2.1109  0.0815
H -2.9621 -1.9355 -3.7911  0.1184
H -2.0818 -0.7563 -2.8314  0.1050
H -0.4963 -2.0041 -4.2323  0.1011
H -1.3865 -3.4338 -3.9270  0.0982
H 0.1070 -1.7377 -1.8455  0.0735
H 0.8743 -3.3096 -2.3727  0.1383
H -1.6475 -4.9852 -2.5214  0.0742
H -0.2009 -5.3370 -1.8539  0.0640
H -1.6043 -5.6591 -0.8456  0.0974
H -0.4039 -3.5776 1.2568  0.0895
H 0.7560 -4.3084 0.1329  0.0920
H 0.6443 -2.4712 0.2892  0.0720
H -3.3930 -4.5263 -2.7405  0.0642
H -4.8464 -3.5409 -2.4705  0.1047
H -3.9965 -4.2265 -1.2037  0.0516
H -2.9231 -4.1767 0.2390  0.1164
C 2.2279 -0.0702 -3.7980  -0.0216
C 2.3542 0.7183 -2.4556  -0.5211
C 3.6393 1.4902 -2.5632  -0.1475
C 3.8584 2.4873 -1.4156  -0.1634
C 2.6342 3.4138 -1.3665  -0.1385
C 1.3091 2.6036 -1.2026  -0.4982
N 1.2578 1.6130 -2.2483  -0.0637
O 0.0765 0.8099 -2.1047  -0.0375
C 1.0912 2.1343 0.2193  -0.0485
C 0.1362 3.6496 -1.3940  -0.0093
C 2.5428 -0.3871 -1.3682  -0.0231
H 1.3311 -0.6046 -3.8139  0.0321
H 3.1367 -0.7144 -3.9795  0.1053
H 2.2135 0.5990 -4.6503  0.0800
H 4.3962 0.6974 -2.5900  0.1197
H 3.6267 2.0153 -3.5642  0.1383
H 4.7351 3.1405 -1.4348  0.1118
H 3.8526 1.9937 -0.4538  0.0915
H 2.5679 3.8688 -2.3916  0.1294
H 2.7319 4.2885 -0.7224  0.1089
H 1.2001 2.9735 0.9055  0.0627
H 0.0579 1.8045 0.3914  0.0620
H 1.7776 1.3769 0.5745  0.0815
H -0.0158 3.8221 -2.4417  0.0728
H -0.7535 3.1696 -0.8765  0.0957
H 0.5171 4.5582 -0.9296  0.0763
H 3.1658 -0.2095 -0.4885  0.0822
H 3.0370 -1.2468 -1.8925  0.0966
H 1.6354 -0.7581 -0.9747  0.0187
H 0.1315 0.3323 -1.2397  0.0479
C 3.0377 4.1937 2.5168  -0.0617
C 2.4263 3.4515 3.7598  -0.3020
O 1.1330 2.9518 3.5011  -0.0933
H 4.0916 4.2899 2.7179  0.0643
H 2.6898 5.1966 2.4256  0.0589
H 2.7512 3.5791 1.6659  0.0334
H 2.4106 4.1782 4.6103  0.1104
H 3.1247 2.7152 4.1223  0.0958
H 1.0603 1.9811 3.4920  0.0503
C -2.3644 3.6368 2.5652  -0.0699
C -2.6882 2.1618 2.8006  -0.2562
O -2.6061 1.3433 1.5890  -0.1162
H -3.1011 4.1811 1.9603  0.0728
H -1.4823 3.6099 1.9024  0.0694
H -2.1789 4.1634 3.4679  0.0622
H -3.6246 1.9193 3.2986  0.1121
H -1.9221 1.8513 3.4977  0.0962
H -3.0318 0.5200 1.7861  0.0094
C 1.0499 -0.9214 5.4234  -0.0884
C 1.2631 -1.1588 3.9252  -0.2856
O 0.7085 -0.0223 3.2158  -0.1146
H 1.8424 -1.3697 6.1040  0.0930
H 0.0184 -1.2144 5.6775  0.0747
H 1.1360 0.1516 5.5817  0.0622
H 0.7701 -2.1047 3.5593  0.1191
H 2.3372 -1.2199 3.7775  0.0973
H 0.2968 -0.2963 2.3756  0.0451

Cartesian forces (eV/Å) of the 3 atoms listed first:
-0.23 -0.59 -0.36
0.28 0.29 0.34
-0.12 0.14 0.10

Output
SMILES = CC1(C)CCCC(C)(C)N1O.CC1(C)CCCC(C)(C)N1O.CCO.CCO.CCO.O.O
electronic energy = -43170.191 eV
E_LUMO = 0.013 Eh
Kohn-Sham gap = 8.708 eV
net charge = 0


The following is a DFT calculation (ωB97M-V/def2-TZVPD) of 4 unconnected molecules or ions with the total composition C24H60N4.

Last column: Löwdin charge in e.
CARTESIAN COORDINATES (ANGSTROEM)
C 0.3616 -7.7207 3.2787  -0.0908
C -0.6446 -6.6147 3.0853  -0.2533
N -1.2610 -6.5344 1.7413  -0.2222
C -2.1185 -7.7107 1.6213  -0.2392
C -3.4301 -7.1634 2.2577  -0.0811
C -0.3539 -6.2961 0.6215  -0.2555
C -1.2391 -5.8784 -0.5201  -0.1087
H -0.0876 -8.6862 3.5112  0.0648
H 0.8975 -7.3770 4.1635  0.0744
H 1.0199 -7.8726 2.4234  0.0707
H -1.3714 -6.6142 3.8976  0.1076
H -0.1600 -5.6386 3.0658  0.1075
H -2.2876 -7.9017 0.5616  0.0964
H -1.7606 -8.6738 1.9852  0.1066
H -4.1717 -7.9269 2.0227  0.0573
H -3.3764 -7.1348 3.3460  0.0598
H -3.8977 -6.2808 1.8212  0.0734
H 0.3999 -7.0080 0.2852  0.1111
H 0.1711 -5.4247 1.0131  0.1112
H -2.0803 -5.2656 -0.1961  0.0823
H -1.7809 -6.6377 -1.0841  0.0624
H -0.6552 -5.3801 -1.2939  0.0632
C 2.3556 0.5388 -3.2058  -0.0670
C 2.4943 0.7756 -1.6323  -0.2049
N 1.3206 0.0912 -0.9881  -0.2017
C 1.0432 0.6213 0.3684  -0.2163
C 2.1817 0.2395 1.4511  -0.0663
C 1.3718 -1.4140 -1.0375  -0.2085
C -0.1112 -1.8563 -0.7829  -0.0750
H 2.9114 1.3137 -3.7338  0.0633
H 1.2959 0.5927 -3.4552  0.0293
H 2.5218 -0.5190 -3.4100  0.0543
H 3.4541 0.4717 -1.2145  0.0936
H 2.4811 1.8423 -1.4087  0.1016
H 0.9615 1.7060 0.2981  0.0781
H 0.0881 0.2954 0.7801  0.0938
H 2.4551 1.0893 2.0765  0.0542
H 1.9249 -0.6009 2.0960  0.0545
H 3.0838 -0.1472 0.9770  0.0486
H 2.1302 -1.9145 -0.4355  0.1043
H 1.5766 -1.6975 -2.0699  0.0867
H -0.4155 -2.7614 -1.3085  0.0527
H -0.8250 -1.0683 -1.0231  0.0628
H -0.1783 -2.0317 0.2908  0.0595
C -0.7473 1.0821 -6.9384  -0.0783
C 0.1275 1.2633 -5.6620  -0.2199
N -0.3174 2.3813 -4.7473  -0.1769
C -0.0733 3.7148 -5.3110  -0.2520
C 1.4434 3.9632 -5.4904  -0.0947
C -1.7131 2.3196 -4.1711  -0.2330
C -1.8122 1.2967 -3.0231  -0.0894
H -0.7593 1.9376 -7.6138  0.0586
H -1.8148 0.9739 -6.7464  0.0587
H -0.4190 0.2340 -7.5394  0.0668
H 0.1454 0.3900 -5.0100  0.0812
H 1.1714 1.4106 -5.9388  0.0968
H -0.5127 3.7768 -6.3066  0.1006
H -0.4025 4.4971 -4.6270  0.1063
H 1.7634 3.5812 -6.4598  0.0613
H 1.6519 5.0330 -5.4952  0.0633
H 2.1519 3.5906 -4.7506  0.0628
H -2.5227 2.1912 -4.8895  0.0997
H -1.7810 3.3024 -3.7046  0.0966
H -1.1425 1.6182 -2.2254  0.0659
H -1.5492 0.3317 -3.4564  0.0587
H -2.7882 1.0941 -2.5821  0.0668
C -0.4021 6.7718 5.2470  -0.0741
C 0.9053 6.0716 4.7062  -0.2207
N 0.5851 4.8508 3.9299  -0.1708
C -0.2175 5.0863 2.7259  -0.3132
C 0.2150 4.1314 1.7213  -0.1226
C -0.0766 3.8111 4.7696  -0.2524
C 0.7262 3.2014 5.9409  -0.0834
H -1.0248 7.0990 4.4143  0.0657
H -0.1278 7.5104 6.0001  0.0679
H -0.9719 5.9993 5.7635  0.0455
H 1.4028 6.8487 4.1259  0.1017
H 1.6595 5.7879 5.4402  0.0998
H -0.0983 6.0846 2.3047  0.1187
H -1.2903 4.9850 2.8901  0.1180
H 1.2840 4.1177 1.5086  0.0843
H -0.2579 4.4875 0.8061  0.0814
H -0.0643 3.1358 2.0661  0.0643
H -1.0001 4.2166 5.1828  0.0884
H -0.4073 2.9420 4.2008  0.1043
H 0.8876 3.9310 6.7344  0.0623
H 0.2076 2.3440 6.3698  0.0682
H 1.6708 2.7775 5.6001  0.0713

Cartesian forces (eV/Å) of the 3 atoms listed first:
0.03 0.00 0.65
0.55 1.30 -1.85
0.58 -2.58 1.04

Output
SMILES = CCN(CC)CC.CCN(CC)CC.CCN(CC)CC.CCN(CC)CC
electronic energy = -31817.567 eV
E_LUMO = 0.030 Eh
Kohn-Sham gap = 8.945 eV
net charge = 0


Per-record energy relative to the best compared isomer or geometry (same formula, charge and spin), kcal/mol: 0.0 33.0 69.4